Here is a 3-piece molecular cluster, CH4NOP overall in a non-equilibrium geometry from OMol25. Energies are from the ωB97M-V functional and the def2-TZVPD basis.

The geometry in XYZ format:
```
8
Properties=species:S:1:pos:R:3:forces:R:3:nbo_charge:R:1
P 0.590971 -0.875144 -0.070923 -1.48 -1.09 1.08 0.55
O -2.813497 0.792918 0.240481 -3.42 0.78 1.28 -0.46
N -0.618580 0.299176 -0.480707 -1.93 -0.07 1.24 -0.86
C -1.753238 0.485112 0.008610 5.89 -0.94 -2.77 0.88
H 1.517494 -0.703774 -1.034972 1.10 1.09 -1.13 -0.04
H 1.355301 1.259644 1.383681 0.80 -1.50 -1.64 0.04
H 1.562882 0.654106 0.835686 -0.27 2.46 2.22 -0.05
H 0.158669 -1.912036 -0.881856 -0.69 -0.73 -0.27 -0.05
```
Forces are in eV/Å.

Its LUMO energy is 0.650 eV. As for the total energy: -511.778242 Ha. The value obtained for the orbital gap is 10.08 eV. The energy above the lowest of the compared OMol25 structures with the same formula, charge and spin comes out at 225.6 kJ/mol.

Here is an isolated ion of composition C9H11FN and charge -1 in a non-equilibrium geometry from OMol25. Energies are from the ωB97M-V functional and the def2-TZVPD basis.

The geometry in XYZ format:
```
22
Properties=species:S:1:pos:R:3:forces:R:3:nbo_charge:R:1
F -2.937142 -1.278587 1.989288 0.74 -0.97 0.08 -0.41
N 1.305330 -1.177193 -0.398201 -1.22 1.71 0.71 -0.68
C 1.944998 2.531967 -0.887779 -1.57 -1.50 -0.09 -0.23
C 0.612307 3.071721 -1.243498 -0.12 -2.16 0.27 -0.38
C 1.007592 0.133181 -0.668402 0.66 0.43 -0.37 0.19
C 2.141319 1.125763 -0.615218 -1.45 1.22 -0.74 -0.29
C -0.515465 2.120829 -1.337143 2.45 -0.48 0.78 -0.20
C 0.140963 -1.926103 0.091811 0.98 -0.28 -0.22 -0.23
C -0.319681 0.689889 -1.053493 0.38 2.01 -0.06 -0.39
C -0.525269 -1.341182 1.402212 -1.47 -1.27 -0.24 -0.46
C -1.864626 -2.176713 1.639773 0.79 0.91 -0.17 0.05
H 2.817046 3.221069 -0.813165 -0.75 -0.56 -0.07 0.19
H -0.832060 -0.269893 1.327564 0.48 -0.84 -0.09 0.24
H -1.693904 -2.923263 2.461334 -0.63 0.67 -0.65 0.15
H -1.215908 0.026921 -1.126656 0.95 0.58 0.11 0.20
H -1.524441 2.535278 -1.598855 1.00 -0.63 0.25 0.19
H 0.127209 -1.511384 2.295402 -0.30 0.39 -0.90 0.20
H 3.154800 0.726670 -0.360923 -1.07 0.40 -0.21 0.20
H 0.528462 -2.954953 0.374343 -0.48 0.89 -0.33 0.17
H -2.193320 -2.673256 0.692707 0.27 0.31 0.85 0.16
H -0.611160 -2.112101 -0.739458 0.17 0.28 0.91 0.14
H 0.452949 4.161339 -1.431645 0.21 -1.11 0.19 0.19
```
Forces are in eV/Å.

Its LUMO energy is 3.859 eV. As for the total energy: -504.119592 Ha. Its net charge is -1. The value obtained for the orbital gap is 6.11 eV.

What is the total energy in the second record? -504.119592 Ha

Among the records above, which one has the lowest orbital gap? C9H11FN